# 1
Here is a structure of composition C23H42NO7S2 in a non-equilibrium geometry from the Open Molecules 2025 dataset. Energies are from ωB97M-V with the def2-TZVPD basis set.

Properties
Total energy   -62021.814 eV
Gap between HOMO and LUMO   8.19 eV
Lowest unoccupied orbital energy   2.036 eV

```
! wB97M-V def2-TZVPD RIJCOSX def2/J DEFGRID3
* xyz -1 1
C -7.24 6.80 7.06
O -7.47 5.79 6.07
C -6.39 4.85 6.00
C -6.42 4.21 4.56
C -5.99 2.69 4.51
C -4.82 2.30 5.49
C -3.38 2.69 4.93
C -2.90 1.48 4.03
C -1.55 1.76 3.25
C -0.60 0.47 3.37
C 0.04 0.03 2.01
C 1.53 0.55 1.80
C 1.91 0.78 0.28
C 2.74 -0.40 -0.35
S 3.13 0.05 -2.10
O 2.73 1.47 -2.27
O 2.38 -0.73 -3.09
N 4.80 0.03 -2.25
S 5.40 -1.33 -2.99
O 4.64 -2.58 -2.79
O 6.75 -1.55 -2.41
C 5.72 -0.97 -4.76
C 5.41 0.35 -5.31
C 5.71 0.66 -6.72
C 6.33 -0.34 -7.60
C 6.59 -1.66 -7.03
C 6.30 -1.98 -5.64
H -7.49 7.79 6.59
H -7.91 6.67 7.95
H -6.18 6.86 7.40
H -5.38 5.30 6.18
H -6.57 4.04 6.77
H -5.83 4.86 3.84
H -7.49 4.28 4.21
H -5.61 2.48 3.47
H -6.88 2.02 4.65
H -4.96 2.64 6.55
H -4.81 1.16 5.54
H -2.68 2.89 5.79
H -3.46 3.66 4.36
H -2.81 0.59 4.72
H -3.76 1.24 3.35
H -1.03 2.69 3.60
H -1.84 1.81 2.16
H -1.18 -0.41 3.78
H 0.20 0.70 4.13
H -0.58 0.33 1.12
H 0.11 -1.10 1.98
H 1.56 1.57 2.29
H 2.25 -0.08 2.38
H 2.52 1.72 0.25
H 0.96 0.96 -0.29
H 2.23 -1.40 -0.28
H 3.72 -0.43 0.20
H 4.94 1.16 -4.70
H 5.52 1.66 -7.17
H 6.59 -0.11 -8.66
H 7.04 -2.42 -7.71
H 6.54 -3.00 -5.26
C 2.07 -3.69 -3.88
O 0.89 -4.22 -3.27
C -0.12 -4.54 -4.21
C -0.17 -6.03 -4.50
O 1.02 -6.47 -5.16
C 1.93 -7.09 -4.28
H 2.87 -3.71 -3.15
H 2.37 -4.28 -4.75
H 1.90 -2.66 -4.18
H 0.01 -3.96 -5.13
H -1.08 -4.24 -3.76
H -1.00 -6.23 -5.17
H -0.32 -6.60 -3.57
H 1.59 -8.11 -4.04
H 2.07 -6.52 -3.36
H 2.90 -7.17 -4.79
*
```

***

# 2
Here is a structure of composition C25H23MoN10O2S from the Open Molecules 2025 dataset. Energies are from ωB97M-V with the def2-TZVPD basis set.

Properties
Total energy   -57958.287 eV
Gap between HOMO and LUMO (spin up / spin down)   4.97 / 4.96 eV
Lowest unoccupied orbital energy (spin up / spin down)   -11.241 / -11.243 eV

```
! wB97M-V def2-TZVPD RIJCOSX def2/J DEFGRID3
* xyz 3 1
Mo -0.51 0.77 -0.29
N 6.22 -3.16 0.10
C 5.29 -2.22 -0.04
C 4.10 -2.49 -0.77
C 3.16 -1.52 -0.94
C 3.37 -0.23 -0.37
C 4.55 0.05 0.35
C 5.48 -0.93 0.52
S 2.30 1.02 -0.67
O 1.15 0.55 -1.55
O 2.87 2.28 -0.95
N 1.16 1.22 0.55
C 0.82 1.34 1.89
N 1.57 1.62 2.91
C 0.90 1.67 4.08
C -0.47 1.45 4.16
C -1.17 1.15 3.00
N -0.50 1.08 1.85
H 6.13 -4.06 -0.33
H 7.09 -2.97 0.58
H 3.96 -3.46 -1.23
H 2.27 -1.71 -1.53
H 4.73 1.03 0.76
H 6.39 -0.72 1.08
H 1.48 1.90 4.96
H -0.99 1.51 5.11
H -2.24 0.97 2.99
C -5.21 -2.01 -0.59
C -5.32 -0.96 -1.49
C -4.46 0.13 -1.40
C -3.49 0.12 -0.39
C -3.37 -0.93 0.51
C -4.25 -2.00 0.41
N -2.59 1.23 -0.28
N -3.06 2.38 -0.40
C -2.10 3.39 -0.44
C -2.54 4.70 -0.51
C -1.57 5.70 -0.58
C -0.24 5.32 -0.59
C 0.11 3.97 -0.52
N -0.81 3.00 -0.44
H -5.89 -2.84 -0.67
H -6.08 -0.98 -2.26
H -4.53 0.96 -2.09
H -2.63 -0.90 1.31
H -4.19 -2.81 1.12
H -3.60 4.91 -0.51
H -1.85 6.74 -0.63
H 0.55 6.05 -0.66
H 1.15 3.67 -0.55
N -0.62 -3.70 -3.17
C -0.40 -3.20 -1.95
C -0.67 -1.85 -1.62
N -0.41 -1.39 -0.39
C 0.06 -2.22 0.54
C 0.31 -3.55 0.19
N 0.10 -4.02 -1.02
H -0.98 -3.15 -3.93
H -0.42 -4.67 -3.33
H -1.06 -1.16 -2.36
H 0.25 -1.83 1.53
H 0.70 -4.24 0.93
*
```

***

# 3
Here is a cluster of 2 separate species, C8H15N2S in total in a non-equilibrium geometry from the Open Molecules 2025 dataset. Energies are from ωB97M-V with the def2-TZVPD basis set.

Properties
Total energy   -22342.673 eV
Gap between HOMO and LUMO (spin up / spin down)   7.95 / 7.95 eV
Energy relative to the best compared isomer or geometry (same formula, charge and spin)   5.568 eV
Lowest unoccupied orbital energy (spin up / spin down)   -4.250 / -4.250 eV

```
! wB97M-V def2-TZVPD RIJCOSX def2/J DEFGRID3
* xyz 1 1
C -0.04 3.29 0.33
C -0.60 2.26 -0.02
C 1.20 0.27 -0.27
C -1.11 -2.32 0.23
C 3.11 0.01 1.47
C -2.12 -1.22 -0.26
C -1.83 0.23 0.23
C -1.03 1.14 -0.73
N 1.76 0.28 0.91
N -0.91 0.92 -2.03
S 2.08 -0.23 -1.68
H 0.49 3.97 0.94
H -0.79 -2.18 1.32
H -1.66 -3.17 -0.04
H -0.11 -2.20 -0.28
H 3.59 0.94 2.02
H 3.01 -0.62 2.26
H 3.65 -0.53 0.67
H -3.02 -1.61 0.17
H -2.25 -1.09 -1.39
H -1.38 0.10 1.24
H -2.72 0.71 0.35
H 0.97 0.50 1.48
H 1.07 -0.94 -2.29
H -0.18 1.50 -2.38
H -1.16 -0.03 -2.24
*
```

***

# 4
Here is an isolated molecule of C4H6BrN3O2 in a non-equilibrium geometry from the Open Molecules 2025 dataset. Energies are from ωB97M-V with the def2-TZVPD basis set.

Properties
Total energy   -82848.900 eV
SMILES string   C[C@H]1NC(Br)=N[C@@H]1[N+](=O)[O-]
Gap between HOMO and LUMO   9.64 eV
Energy relative to the best compared isomer or geometry (same formula, charge and spin)   3.700 eV
Lowest unoccupied orbital energy   0.016 eV

```
! wB97M-V def2-TZVPD RIJCOSX def2/J DEFGRID3
* xyz 0 1
C 1.85 -0.72 -0.28
C 0.57 -0.30 0.52
N 0.43 1.12 0.70
C -0.40 1.63 -0.20
Br -0.79 3.48 -0.22
N -1.00 0.91 -1.03
C -0.74 -0.57 -0.55
N -2.04 -0.94 0.09
O -2.75 -1.73 -0.47
O -2.22 -0.50 1.23
H 2.09 0.29 -0.91
H 1.63 -1.56 -0.85
H 2.60 -0.98 0.47
H 0.38 -0.71 1.53
H 0.89 1.70 1.45
H -0.50 -1.12 -1.48
*
```

***

# 5
Here is an isolated molecule of C26H21F2N5O3 from the Open Molecules 2025 dataset. Energies are from ωB97M-V with the def2-TZVPD basis set.

Properties
Total energy   -46330.686 eV
SMILES string   Cn1cc(-c2cc(Oc3cc(F)c(NC(=O)C4(C(=O)Nc5ccccc5)CC4)cc3F)ccn2)cn1
Gap between HOMO and LUMO   8.97 eV
Energy relative to the best compared isomer or geometry (same formula, charge and spin)   0.062 eV
Lowest unoccupied orbital energy   0.623 eV

```
! wB97M-V def2-TZVPD RIJCOSX def2/J DEFGRID3
* xyz 0 1
C -1.13 8.58 1.00
N -0.56 7.30 1.31
C -0.39 6.74 2.51
C 0.19 5.50 2.31
C 0.53 4.52 3.33
C 1.01 3.26 2.97
C 1.26 2.34 3.98
O 1.74 1.07 3.73
C 1.49 0.50 2.52
C 2.51 -0.20 1.88
C 2.27 -0.81 0.67
F 3.28 -1.48 0.07
C 1.03 -0.74 0.02
N 0.88 -1.35 -1.22
C -0.17 -1.22 -2.08
O -1.13 -0.51 -1.91
C 0.01 -2.09 -3.30
C 0.22 -3.53 -2.89
O 1.30 -3.93 -2.52
N -0.93 -4.24 -2.92
C -1.17 -5.55 -2.49
C -2.49 -5.98 -2.43
C -2.79 -7.26 -2.01
C -1.77 -8.13 -1.64
C -0.46 -7.70 -1.70
C -0.15 -6.42 -2.13
C -0.71 -1.71 -4.56
C 0.77 -1.51 -4.47
C 0.01 -0.06 0.67
C 0.24 0.53 1.90
F -0.80 1.14 2.51
C 1.07 2.71 5.30
C 0.61 3.99 5.54
N 0.33 4.87 4.60
C 0.33 5.42 0.91
N -0.13 6.50 0.33
H -1.24 8.64 -0.08
H -2.11 8.68 1.47
H -0.48 9.38 1.34
H -0.68 7.22 3.42
H 1.18 3.01 1.94
H 3.48 -0.26 2.34
H 1.63 -1.98 -1.50
H -1.76 -3.73 -3.20
H -3.29 -5.31 -2.72
H -3.82 -7.58 -1.96
H -2.01 -9.13 -1.30
H 0.34 -8.37 -1.42
H 0.88 -6.09 -2.17
H -1.35 -0.84 -4.52
H -1.08 -2.50 -5.20
H 1.42 -2.18 -5.02
H 1.15 -0.51 -4.38
H -0.97 0.02 0.22
H 1.26 2.01 6.10
H 0.43 4.34 6.56
H 0.73 4.62 0.31
*
```

***

# 6
Here is the ion H2INO3P with charge -1 in a non-equilibrium geometry from the Open Molecules 2025 dataset. Energies are from ωB97M-V with the def2-TZVPD basis set.

Properties
Total energy   -25056.002 eV
Gap between HOMO and LUMO   7.83 eV
Energy relative to the best compared isomer or geometry (same formula, charge and spin)   2.499 eV
Lowest unoccupied orbital energy   3.039 eV

```
! wB97M-V def2-TZVPD RIJCOSX def2/J DEFGRID3
* xyz -1 1
N 0.45 0.75 -0.80
O -1.16 1.27 1.23
O 1.08 0.39 1.78
O -0.69 -1.41 -1.30
P 0.00 0.51 0.80
I -1.03 -1.99 0.42
H 1.48 0.66 -1.05
H -0.13 -0.18 -1.09
*
```

***

Copy entry 6 word for word.
Here is the ion H2INO3P with charge -1 in a non-equilibrium geometry from the Open Molecules 2025 dataset. Energies are from ωB97M-V with the def2-TZVPD basis set.

Properties
Total energy   -25056.002 eV
Gap between HOMO and LUMO   7.83 eV
Energy relative to the best compared isomer or geometry (same formula, charge and spin)   2.499 eV
Lowest unoccupied orbital energy   3.039 eV

```
! wB97M-V def2-TZVPD RIJCOSX def2/J DEFGRID3
* xyz -1 1
N 0.45 0.75 -0.80
O -1.16 1.27 1.23
O 1.08 0.39 1.78
O -0.69 -1.41 -1.30
P 0.00 0.51 0.80
I -1.03 -1.99 0.42
H 1.48 0.66 -1.05
H -0.13 -0.18 -1.09
*
```

***

Which of these has the highest total energy?
C8H15N2S

***

Which of these has the lowest total energy?
C4H6BrN3O2